Entry 1:
This record from the OMol25 dataset describes a gas-phase ion, C3H8NO2 (charge -1) at a distorted geometry. The level of theory is ωB97M-V/def2-TZVPD.

```
14
Properties=species:S:1:pos:R:3:forces:R:3
H 2.6594 1.6234 -0.1931 -1.654 1.890 -0.965
H 0.9477 0.7366 -1.6712 -0.350 0.785 1.011
C 0.8036 1.3073 -0.6935 1.400 -1.543 -0.332
C -1.6855 -1.0444 0.0448 -1.143 0.737 -1.176
H -1.4069 -0.8968 -1.0378 -0.849 0.384 0.183
H -0.1943 1.7812 -0.7586 0.820 0.162 0.551
C 1.0141 0.2140 0.4356 -3.584 0.483 -0.203
H 1.8769 -0.3007 0.1132 1.265 -1.018 -0.458
O 1.9441 2.2577 -0.5707 0.326 -2.272 0.775
H -2.3429 -0.2080 0.4951 0.969 -0.421 -0.746
H 0.0327 -1.6644 1.0273 0.295 2.046 -0.682
N -0.1690 -0.6959 0.6179 0.757 -2.625 1.966
O -2.2517 -2.2259 0.2672 1.934 1.109 0.462
H 1.2781 0.6840 1.4058 -0.186 0.283 -0.386
```
Forces are in eV/Å.

Multiplicity: 1
HOMO energy in eV: -2.493
LUMO energy in eV: 3.575
SMILES string: [O-]CNCCO
ΔE to the lowest compared entry with this formula, charge and spin in kcal per mole: 102.67
Frontier orbital gap in eV: 6.1
Total charge: -1



Entry 2:
This record from the OMol25 dataset describes 2 unconnected molecules or ions with the total composition ClIO2P at a distorted geometry. The level of theory is ωB97M-V/def2-TZVPD.

```
5
Properties=species:S:1:pos:R:3:forces:R:3
P -0.4001 0.3505 -0.3236 0.446 -3.888 1.245
O -0.2512 1.7523 -0.0795 0.143 3.186 0.710
O 0.6810 -1.7650 0.8768 -0.537 1.125 -0.523
Cl 0.6944 -0.0776 -1.9762 0.509 -0.357 -1.159
I -2.7766 -0.2482 -0.9905 -0.561 -0.065 -0.274
```
Forces are in eV/Å.

Multiplicity: 1
HOMO energy (alpha / beta) in eV: -4.721 / -4.074
LUMO energy (alpha / beta) in eV: 2.005 / 3.118
ΔE to the lowest compared entry with this formula, charge and spin in kcal per mole: 135.85
Frontier orbital gap (alpha / beta) in eV: 6.7 / 7.2
Total charge: -1



Entry 3:
This record from the OMol25 dataset describes a molecular structure, C30H48CrP2 at a distorted geometry. The level of theory is ωB97M-V/def2-TZVPD.

```
81
Properties=species:S:1:pos:R:3:forces:R:3
C -0.5643 -0.2965 -3.7187 -0.067 0.335 -0.266
C -1.0045 0.7668 3.3411 2.039 -2.201 1.229
H -1.4031 3.4779 1.2117 -0.129 -0.141 0.172
C -2.8740 3.1480 -2.3268 -0.398 0.419 0.182
H -1.4949 0.6991 -0.4921 -0.276 -0.249 -0.310
H -1.5806 -0.7084 -3.8313 0.357 0.245 0.193
C -4.2634 0.8603 -3.1684 -0.131 -0.029 0.019
H -3.6844 1.1258 -4.0637 -0.206 -0.172 0.164
C -1.0320 -3.0742 2.1216 -0.114 -0.132 -0.356
H 3.0215 0.2158 3.8765 -0.082 0.058 -0.377
H -4.4609 -1.3737 1.5366 0.356 -0.216 0.151
C -2.4143 -1.5371 0.9031 0.060 -0.332 -0.151
C 2.8028 0.1867 -3.2427 0.000 -0.026 0.101
H -4.2312 -3.1556 3.2879 0.286 0.078 -0.139
C 4.5569 0.4891 -0.6448 0.100 0.372 0.214
C 2.5858 -1.0514 -2.3247 2.510 -0.495 -2.061
H 4.6917 -2.0719 0.8110 -0.165 -0.073 -0.215
H 0.6693 3.3261 0.5720 0.251 -0.067 0.140
H 1.7238 3.6969 1.9496 -0.074 -0.189 -0.334
P 3.1830 -0.7042 -0.4693 -1.383 -0.162 -0.643
H 1.1058 -1.2717 -4.7109 -0.176 -0.135 0.271
H -4.3302 -0.2331 -3.0627 -0.077 0.339 -0.083
H -5.2839 1.2677 -3.2516 0.323 -0.218 -0.153
H -0.3020 -1.8314 4.3134 0.241 0.248 0.133
H -1.9769 -4.1551 3.7255 -0.042 0.219 -0.177
H 5.5230 -0.0281 -0.5573 -0.335 0.093 -0.046
H -3.4871 3.9392 -1.8687 0.410 0.038 -0.343
C 2.6784 0.4690 2.8590 0.565 0.022 0.079
C -1.8254 0.5131 -1.5321 -0.373 -0.125 0.249
H -0.1418 -3.0380 -0.6896 0.035 0.642 0.494
C -0.7718 1.8348 2.4338 1.811 0.809 -0.833
H 2.6192 -0.0980 -4.2894 0.100 -0.014 0.418
H 2.1945 2.4261 0.8031 -0.203 0.184 -0.001
C -1.1882 -2.2176 1.0198 -0.409 0.000 0.678
C -2.2939 0.4641 3.9955 -0.431 -0.136 0.201
C -3.3677 -2.8595 2.6901 0.005 0.067 -0.091
Cr 0.8106 -0.7759 -1.2233 -0.919 -1.355 3.547
C 1.2386 0.8007 2.8475 -0.448 0.926 -0.742
H 0.3313 -0.7120 5.5466 0.091 -0.220 -0.272
P -3.5364 1.5866 -1.6426 1.961 -1.294 -0.132
H -2.5434 -0.7354 0.1837 -0.030 -0.555 0.263
H 0.9153 -2.2072 0.5615 -0.454 -0.402 -0.142
H 4.4553 1.2011 0.1870 0.156 -0.190 -0.208
H -0.7894 1.6347 -2.9168 0.324 -0.253 -0.045
H 4.5480 1.0665 -1.5744 -0.103 -0.204 0.318
C -1.8135 2.7581 1.9316 -0.227 0.257 -0.279
H 3.2558 -2.9951 0.3043 0.204 0.118 -0.082
H -2.2168 -0.5136 -1.6450 0.251 0.366 0.402
H 1.3678 -2.9218 -2.4547 0.155 0.318 -0.085
H -2.5335 1.2162 4.7661 0.024 -0.183 -0.187
H 3.3892 -1.7880 -2.5108 -0.352 0.284 -0.269
C 1.8744 1.3585 -2.8352 0.478 0.581 -0.256
H -3.1213 0.4575 3.2728 0.118 -0.003 0.190
H -0.0404 -3.4947 2.3013 -0.316 -0.099 -0.023
H 3.8500 0.5201 -3.2078 -0.390 -0.278 -0.144
C 0.4335 -1.0332 4.4953 0.101 -0.396 0.438
H 0.7082 1.7393 -1.0231 -0.191 -0.310 -0.263
H 4.5630 -2.6745 -0.8785 0.023 0.052 0.254
C 1.2676 -1.8488 -2.6470 0.891 -0.153 0.027
H -2.6254 2.2011 1.4327 0.142 0.151 0.176
H 2.8965 -0.4021 2.2105 -0.097 0.195 0.309
C -0.0687 -2.1837 0.0306 0.203 0.826 -0.093
C 4.0070 -2.2667 -0.0258 -0.072 -0.158 -0.008
H -2.2588 -0.5167 4.4836 -0.096 0.207 -0.099
C 0.6223 1.8678 2.1441 -0.794 -0.455 0.080
H -0.1269 -2.3684 -4.1468 0.278 0.308 0.187
H 1.4408 1.8107 -3.7444 0.039 -0.136 0.332
H -1.8276 3.2895 -2.0350 -0.195 0.127 -0.046
H 1.4358 -1.4636 4.3691 -0.221 0.006 0.111
H 2.4790 2.1650 -2.3871 -0.135 -0.307 -0.100
C -2.1116 -3.4288 2.9231 -0.205 0.208 0.032
C -3.5047 -1.8820 1.7008 0.175 -0.092 0.234
H -2.2754 3.3344 2.7504 0.102 -0.205 -0.194
C 0.7942 0.9908 -1.8292 0.005 1.326 0.075
H -2.9847 3.1838 -3.4161 0.168 0.117 0.214
C 0.2301 0.1087 3.5759 -2.898 0.731 0.111
H 3.2803 1.3134 2.4943 -0.100 -0.240 0.118
H -0.4194 0.3599 -4.5959 -0.050 -0.399 0.319
C 0.4524 -1.4776 -3.8472 -0.404 -0.330 -1.011
C 1.3324 2.8728 1.3239 0.394 0.639 -0.186
C -0.5606 0.6517 -2.4562 -1.963 1.420 -1.381
```
Forces are in eV/Å.

Multiplicity: 4
HOMO energy (alpha / beta) in eV: -9.264 / -9.190
LUMO energy (alpha / beta) in eV: -4.221 / -3.270
Frontier orbital gap (alpha / beta) in eV: 5.0 / 5.9
Total charge: +1



Look up the total charge of the first one.
-1



Which of these has the highest total charge?
C30H48CrP2